{
  "formula": "C29H55BrNO27S6",
  "method": "ωB97M-V with the def2-TZVPD basis set",
  "spin_multiplicity": 2,
  "s2": 0.754,
  "max_force_ev_per_a": 10.29,
  "total_energy_ha": -8186.8237,
  "elements": ["C", "C", "C", "C", "C", "C", "O", "C", "C", "C", "O", "Br", "C", "C", "C", "C", "N", "O", "C", "C", "C", "C", "H", "H", "H", "H", "H", "H", "H", "H", "H", "H", "H", "H", "H", "H", "H", "H", "H", "H", "H", "H", "H", "H", "H", "H", "H", "H", "H", "H", "H", "H", "H", "C", "C", "O", "S", "O", "O", "O", "H", "H", "H", "H", "C", "C", "O", "S", "O", "O", "O", "H", "H", "H", "H", "C", "C", "O", "S", "O", "O", "O", "H", "H", "H", "H", "C", "C", "O", "S", "O", "O", "O", "H", "H", "H", "H", "C", "C", "O", "S", "O", "O", "O", "H", "H", "H", "H", "C", "C", "O", "S", "O", "O", "O", "H", "H", "H", "H"],
  "coordinates": [[-8.446, 0.405, -0.046], [-6.892, 0.008, -0.408], [-6.809, -1.622, -0.399], [-5.851, 0.711, 0.626], [-6.213, 0.238, 2.168], [-4.267, 0.375, 0.280], [-3.749, -0.332, 1.445], [-2.321, -0.606, 1.348], [-1.387, 0.755, 1.320], [-1.998, 1.986, 2.175], [-1.913, 3.176, 1.628], [-2.888, 1.876, 3.949], [-1.866, -1.486, 0.061], [-2.257, -3.060, 0.117], [-3.438, -3.270, -1.024], [-1.003, -3.985, -0.424], [-2.847, -3.537, 1.409], [-4.154, -3.320, 1.506], [-2.132, -3.031, 2.626], [-0.724, -3.766, 2.962], [-3.127, -3.372, 3.905], [-1.881, -1.427, 2.678], [-9.033, -0.470, 0.447], [-9.042, 0.734, -0.985], [-8.440, 1.281, 0.716], [-6.644, 0.369, -1.496], [-5.816, -1.909, 0.119], [-6.893, -1.987, -1.498], [-7.660, -2.130, 0.232], [-6.038, 1.864, 0.595], [-7.307, 0.520, 2.468], [-6.130, -0.915, 2.301], [-5.531, 0.787, 2.953], [-3.775, 1.420, 0.094], [-4.202, -0.206, -0.718], [-1.213, 1.096, 0.217], [-0.318, 0.514, 1.742], [-0.689, -1.439, 0.034], [-2.200, -1.000, -0.957], [-4.017, -4.262, -0.898], [-4.108, -2.331, -1.152], [-2.845, -3.372, -2.037], [-0.086, -3.967, 0.278], [-1.421, -5.037, -0.659], [-0.626, -3.553, -1.453], [-0.464, -3.517, 4.081], [-0.814, -4.915, 2.870], [0.149, -3.337, 2.335], [-2.478, -3.263, 4.864], [-3.543, -4.451, 3.827], [-3.982, -2.571, 4.012], [-0.759, -1.268, 2.984], [-2.502, -0.983, 3.570], [3.904, 0.419, 2.399], [4.519, -0.969, 2.533], [3.414, -1.845, 2.756], [2.113, -1.269, 1.968], [2.004, -1.964, 0.715], [1.023, -1.168, 2.901], [2.685, 0.229, 1.675], [3.657, 0.837, 3.380], [4.559, 1.112, 1.865], [5.232, -1.030, 3.357], [5.010, -1.274, 1.603], [3.979, 1.182, -2.670], [2.690, 1.843, -3.141], [1.743, 1.593, -2.104], [2.523, 1.547, -0.675], [2.396, 2.837, -0.050], [2.182, 0.320, -0.009], [4.034, 1.414, -1.262], [3.951, 0.101, -2.836], [4.861, 1.600, -3.160], [2.337, 1.438, -4.090], [2.813, 2.927, -3.232], [7.204, 1.465, -7.558], [7.676, 1.712, -6.130], [6.483, 1.904, -5.372], [5.294, 1.000, -6.018], [5.202, -0.223, -5.268], [4.164, 1.850, -6.270], [6.023, 0.673, -7.434], [6.935, 2.403, -8.053], [7.953, 0.941, -8.155], [8.327, 2.585, -6.053], [8.194, 0.836, -5.729], [-2.743, -0.584, -4.989], [-2.160, -1.378, -6.151], [-0.750, -1.178, -6.068], [-0.331, -1.009, -4.505], [0.136, -2.281, -4.024], [0.425, 0.204, -4.366], [-1.824, -0.760, -3.911], [-2.792, 0.483, -5.224], [-3.736, -0.938, -4.704], [-2.541, -1.041, -7.117], [-2.357, -2.448, -6.036], [-1.739, 6.972, 1.025], [-1.268, 6.103, -0.134], [-1.645, 6.817, -1.311], [-1.574, 8.413, -1.007], [-0.313, 8.907, -1.489], [-2.833, 9.001, -1.371], [-1.495, 8.317, 0.614], [-2.815, 6.857, 1.193], [-1.203, 6.752, 1.950], [-1.724, 5.111, -0.122], [-0.178, 6.003, -0.134], [7.250, -2.413, 7.416], [8.048, -1.141, 7.163], [8.759, -1.383, 5.950], [7.865, -2.353, 4.997], [7.158, -1.529, 4.053], [8.672, -3.473, 4.605], [6.808, -2.846, 6.130], [7.884, -3.198, 7.841], [6.397, -2.241, 8.075], [8.740, -0.914, 7.976], [7.385, -0.285, 7.001]]
}